{"formula": "C15H23N3O4", "method": "the ωB97M-V functional and the def2-TZVPD basis", "elements": ["C", "C", "C", "C", "C", "C", "C", "C", "C", "C", "C", "C", "C", "C", "C", "H", "H", "H", "H", "H", "H", "H", "H", "H", "H", "H", "H", "H", "H", "H", "H", "H", "H", "H", "H", "H", "H", "H", "N", "N", "N", "O", "O", "O", "O"], "positions_angstrom": [[-2.80428, -1.81622, -0.27578], [-1.39654, -1.76081, 0.29860], [-3.56449, -0.68639, 0.47140], [-2.83924, 0.59761, 0.32788], [-2.86767, 1.35805, -0.78411], [-2.02540, 1.05040, 1.29895], [-1.99810, 2.41851, -0.90620], [-1.13906, 2.04896, 1.23011], [-1.02986, 2.78643, 0.11291], [0.89559, -0.82564, -0.20441], [1.17244, 0.68048, -0.40361], [1.85981, -1.68590, -1.00304], [3.19431, -2.24147, -0.64228], [4.13231, -1.08859, -0.48065], [4.04970, -0.54900, 0.99785], [-3.37512, -3.67619, -1.02064], [-3.43732, -3.41335, 0.73464], [-2.83474, -1.53794, -1.33634], [-4.49659, -0.87158, -0.22528], [-3.60944, -1.05739, 1.56548], [-3.35157, 0.98223, -1.79884], [-2.12898, 0.58514, 2.21747], [-1.82606, 3.16607, -1.76225], [-0.67620, 2.31902, 2.14146], [0.73508, 3.62779, 0.49653], [-0.95779, -0.60215, -1.29518], [1.03424, -1.22419, 0.77531], [1.84773, -1.10824, -1.95115], [1.10880, -2.55912, -1.32838], [3.58054, -3.05652, -1.29260], [3.16527, -2.84726, 0.30816], [5.17371, -1.26101, -0.94338], [3.84631, -0.25466, -1.10597], [4.49577, -1.41198, 1.57822], [2.98970, -0.45678, 1.28940], [5.82413, 0.30967, 0.71290], [4.49517, 1.41736, 0.09343], [0.56190, 2.18486, -1.57208], [-3.60309, -3.00615, -0.18526], [-0.54098, -1.17361, -0.53698], [4.80342, 0.72571, 1.10846], [-1.25323, -2.20563, 1.48890], [-0.01398, 3.73972, -0.18986], [1.80751, 1.38463, 0.40960], [0.63257, 1.23202, -1.60992]], "e_lumo_ev": 0.56, "homo_energy_ev": -8.8, "gap_ev": 9.36, "energy_ha": -1050.4661, "smiles": "NCCCC[C@H](NC(=O)[C@@H](N)Cc1ccc(O)cc1)C(=O)O"}